Computed, not measured: C32H85CrN7O10 as an isolated structure in a non-equilibrium geometry, with wB97M-V/def2-TZVPD.

The geometry in ORCA input format:
```
! RIJCOSX wB97M-V def2-TZVPD def2/J DEFGRID3
* xyz 0 5
Cr -0.501 0.831 0.198
O 0.674 -0.530 -0.822
C 1.913 -0.590 -0.178
C 1.895 -0.231 1.297
O 1.029 0.798 1.687
H 2.640 0.053 -0.724
H 2.388 -1.593 -0.252
H 2.931 -0.004 1.609
H 1.600 -1.169 1.822
C -5.827 2.661 1.435
O -4.475 3.011 1.399
C -3.661 2.016 1.979
C -2.260 2.529 2.125
N -1.594 2.616 0.818
C -0.511 3.635 0.774
C 0.102 3.728 -0.621
O 0.288 2.424 -1.123
C 0.773 2.366 -2.449
H -6.404 3.337 0.813
H -6.205 2.703 2.470
H -5.970 1.616 1.117
H -3.643 1.132 1.322
H -4.081 1.719 2.950
H -1.727 1.788 2.729
H -2.238 3.479 2.672
H -2.273 2.991 0.149
H 0.253 3.443 1.527
H -0.943 4.619 1.010
H 1.055 4.265 -0.529
H -0.521 4.312 -1.310
H 1.859 2.519 -2.451
H 0.314 3.147 -3.064
H 0.573 1.372 -2.842
C -3.225 0.612 -3.660
C -2.647 1.425 -2.503
C -3.726 2.311 -1.930
O -3.149 3.429 -1.270
C -4.081 4.469 -1.080
N -2.041 0.499 -1.467
H -2.491 -0.089 -4.058
H -3.555 1.285 -4.454
H -4.081 0.020 -3.322
H -1.854 2.097 -2.836
H -4.338 1.762 -1.194
H -4.385 2.660 -2.734
H -3.661 5.212 -0.411
H -5.015 4.095 -0.644
H -4.343 4.898 -2.057
H -2.847 -0.012 -1.085
H -1.650 -0.227 -2.081
C -1.914 -4.176 -3.456
C -1.404 -3.411 -2.245
C -0.370 -4.198 -1.446
O -1.013 -5.167 -0.659
C -0.099 -5.928 0.076
N -0.928 -2.080 -2.643
H -2.170 -5.202 -3.184
H -1.198 -4.200 -4.283
H -2.824 -3.721 -3.856
H -2.267 -3.233 -1.589
H 0.170 -3.476 -0.807
H 0.383 -4.616 -2.128
H 0.345 -5.344 0.897
H 0.735 -6.288 -0.541
H -0.606 -6.797 0.493
H -0.488 -1.624 -1.840
H -0.158 -2.169 -3.300
C 2.394 -1.376 5.061
C 0.964 -1.663 4.604
C 0.194 -2.528 5.560
O 0.749 -3.813 5.731
C 0.479 -4.701 4.679
N 0.185 -0.436 4.307
H 2.932 -2.326 5.147
H 2.379 -0.904 6.048
H 2.945 -0.765 4.348
H 1.052 -2.204 3.654
H -0.850 -2.606 5.224
H 0.164 -2.081 6.560
H 0.652 -4.233 3.701
H -0.562 -5.051 4.701
H 1.162 -5.542 4.770
H 0.424 0.255 5.015
H 0.587 -0.039 3.446
C 3.700 2.859 -0.137
C 4.172 2.770 1.293
C 5.328 3.709 1.549
O 6.414 3.349 0.740
C 7.524 4.182 0.957
N 3.076 3.092 2.214
H 3.431 3.885 -0.414
H 2.753 2.318 -0.210
H 4.439 2.450 -0.821
H 4.525 1.745 1.488
H 5.631 3.677 2.609
H 4.970 4.731 1.342
H 7.222 5.233 1.018
H 8.234 4.058 0.142
H 8.035 3.906 1.891
H 3.344 2.774 3.144
H 2.278 2.467 2.026
C 1.728 -1.239 -5.031
C 2.755 -1.720 -4.009
C 3.561 -0.560 -3.485
O 4.233 0.120 -4.520
C 5.211 1.012 -4.025
N 2.049 -2.403 -2.907
H 1.200 -2.112 -5.434
H 2.236 -0.827 -5.905
H 0.995 -0.545 -4.620
H 3.372 -2.452 -4.535
H 4.286 -0.932 -2.737
H 2.917 0.139 -2.925
H 6.103 0.492 -3.659
H 4.805 1.641 -3.226
H 5.497 1.622 -4.882
H 2.788 -2.725 -2.280
H 1.594 -1.667 -2.351
C -1.483 -3.120 1.759
C -2.093 -1.968 0.997
C -3.594 -2.081 0.895
O -4.081 -1.179 -0.061
C -5.483 -1.262 -0.215
N -1.710 -0.644 1.588
H -1.780 -4.065 1.291
H -1.819 -3.128 2.799
H -0.397 -3.077 1.680
H -1.715 -2.001 -0.029
H -4.054 -1.904 1.885
H -3.846 -3.114 0.609
H -5.772 -0.436 -0.858
H -5.998 -1.342 0.746
H -5.742 -2.190 -0.755
H -2.363 -0.599 2.386
H -0.881 -0.734 2.189
*
```

Calculated values
electronic energy	-3450.3124	hartree
relative energy (zero: lowest compared OMol25 entry of this formula, charge and spin)	0.0	kcal per mole
E_LUMO (alpha / beta)	0.391 / 0.390	eV
orbital gap (alpha / beta)	6.238 / 8.188	eV
max |F|	0.0387	hartree/bohr
⟨S²⟩	6.010